No. 1
19
Properties=species:S:1:pos:R:3:lowdin_charge:R:1 method="wB97M-V/def2-TZVPD" energy_ev=-9929.7169 relative_energy_ev=8.738 homo_lumo_gap_ev=8.89 homo_ev=-8.542 multiplicity=1
C 0.6221 1.9595 0.1892 -0.119
C 0.7096 0.4983 -0.3976 -0.219
C -0.4261 -0.3313 -0.3095 -0.202
C -1.8424 0.4656 -0.4095 -0.159
C -0.1518 -1.8102 -0.2595 -0.266
C 1.8754 -0.5150 -0.3184 -0.137
H 1.5932 2.0531 0.9850 0.108
H 0.9626 2.7911 -0.5761 0.078
H -0.2910 2.4531 0.8985 0.105
H -1.9136 1.5643 0.4487 0.138
H -2.0848 1.2931 -1.7501 0.219
H -2.6114 -0.6939 1.1434 0.131
H -0.5329 -2.3294 -1.0907 0.100
H -0.5467 -2.4911 0.6166 0.154
H 1.0793 -1.6023 1.2706 0.155
H 2.6646 -0.0970 0.4719 0.137
H 2.4238 -0.6698 -1.2031 0.072
N 1.1602 -1.8250 0.1849 -0.087
O -2.6900 -0.7129 0.1057 -0.208

No. 2
19
Properties=species:S:1:pos:R:3:lowdin_charge:R:1 method="wB97M-V/def2-TZVPD" energy_ev=-9935.0667 relative_energy_ev=3.388 homo_lumo_gap_ev=7.09 homo_ev=-7.089 multiplicity=1
C -0.7117 0.1479 -0.7207 -0.257
C -0.6375 -1.3361 -0.9683 -0.168
C 1.1361 1.5557 0.7919 -0.051
C -1.7585 0.6058 0.2624 -0.116
C 1.2587 0.4932 -0.2802 -0.551
C 0.2898 -1.7902 0.1018 -0.049
N 1.3052 -1.0419 0.4641 0.156
O 2.0104 0.6232 -1.2283 -0.029
H -0.6462 0.7560 -1.6191 0.108
H 2.1677 -1.4852 0.7693 0.142
H -1.6028 -1.8426 -0.8746 0.113
H -0.2073 -1.5765 -1.9471 0.137
H 0.1518 -2.7715 0.5663 0.128
H 0.5677 1.1897 1.6404 0.067
H 0.6541 2.4434 0.3867 0.083
H 2.1437 1.8429 1.1003 0.078
H -1.7594 -0.0202 1.1544 0.073
H -1.6046 1.6359 0.5884 0.064
H -2.7571 0.5705 -0.1881 0.072

No. 3
19
Properties=species:S:1:pos:R:3:lowdin_charge:R:1 method="wB97M-V/def2-TZVPD" energy_ev=-9935.1980 relative_energy_ev=3.256 homo_lumo_gap_ev=8.25 homo_ev=-7.421 multiplicity=1
C -1.7129 0.5651 -0.9815 -0.118
C -1.2570 -0.5939 -0.1257 -0.189
C -0.3070 -1.5758 -0.6035 -0.064
C 0.8872 -0.9785 -0.3193 -0.337
O 2.1214 -1.1153 -0.8584 0.071
C 0.5715 0.0994 0.6152 -0.344
C 1.1388 1.4723 0.3604 -0.038
N 0.5348 -0.2180 2.0021 0.067
H -2.0667 1.4059 -0.3741 0.071
H -2.5526 0.2633 -1.6224 0.069
H -0.9123 0.9293 -1.6279 0.071
H -2.0554 -0.9442 0.5398 0.106
H -0.5049 -2.5703 -0.9984 0.099
H 2.0507 -1.6134 -1.6836 0.116
H 1.2721 1.6551 -0.7057 0.080
H 2.1114 1.5950 0.8486 0.088
H 0.4677 2.2389 0.7620 0.082
H 0.1051 0.5005 2.5737 0.082
H 0.1080 -1.1154 2.1986 0.088

No. 4
19
Properties=species:S:1:pos:R:3:lowdin_charge:R:1 method="wB97M-V/def2-TZVPD" energy_ev=-9936.4327 relative_energy_ev=2.022 homo_lumo_gap_ev=9.12 homo_ev=-8.291 smiles="CC1(C)C(=O)[C@@]1(C)N" multiplicity=1
C -1.1419 0.8583 1.2035 -0.022
C -0.1101 0.6833 0.1059 -0.373
C 1.0798 1.6165 0.2710 -0.023
C -0.5185 0.3437 -1.2706 -0.278
O -0.9264 0.7348 -2.3266 0.131
C 0.1213 -0.7327 -0.4818 -0.428
C -0.7152 -1.8958 0.0193 -0.015
N 1.4713 -1.1634 -0.7704 0.099
H -1.4308 1.9060 1.2690 0.085
H -2.0369 0.2746 1.0131 0.076
H -0.7230 0.5539 2.1613 0.091
H 1.7351 1.2537 1.0618 0.090
H 0.7294 2.6116 0.5372 0.084
H 1.6541 1.7058 -0.6490 0.082
H -1.7759 -1.6646 -0.0040 0.079
H -0.4233 -2.1574 1.0339 0.088
H -0.5408 -2.7587 -0.6206 0.081
H 2.0767 -0.3803 -0.9825 0.067
H 1.4752 -1.7892 -1.5704 0.087

No. 5
19
Properties=species:S:1:pos:R:3:lowdin_charge:R:1 method="wB97M-V/def2-TZVPD" energy_ev=-9937.8931 relative_energy_ev=0.561 homo_lumo_gap_ev=9.12 homo_ev=-8.244 smiles=Cc1c[nH]cc1C.O multiplicity=1
C 1.1083 0.1335 -1.9433 -0.045
C -0.0139 -0.0070 -0.9582 -0.252
C -1.2805 0.5123 -1.0461 -0.092
N -1.9733 0.1759 0.0872 0.003
C -1.1558 -0.5421 0.9142 -0.104
C 0.0631 -0.6919 0.2927 -0.260
C 1.1743 -1.5526 0.8262 -0.045
H 1.3811 1.1967 -2.0728 0.084
H 0.8210 -0.1743 -2.9458 0.073
H 1.9806 -0.4365 -1.6377 0.060
H -1.7298 1.0809 -1.8436 0.117
H -2.9470 0.3920 0.1941 0.146
H -1.5932 -0.9869 1.7905 0.122
H 1.4672 -1.2131 1.8294 0.080
H 0.8932 -2.6054 0.8630 0.079
H 2.0910 -1.4140 0.2628 0.057
O -0.1303 2.2852 2.1132 -0.064
H -0.8244 1.9877 1.5169 0.004
H 0.6683 1.8597 1.7573 0.038

No. 6
19
Properties=species:S:1:pos:R:3:lowdin_charge:R:1 method="wB97M-V/def2-TZVPD" energy_ev=-9934.8240 relative_energy_ev=3.630 homo_lumo_gap_ev=9.62 homo_ev=-9.063 multiplicity=1
C 0.0137 -0.1068 -1.3584 -0.120
C -1.1955 -0.3270 0.1252 -0.109
C 0.0092 1.3403 -1.7233 -0.091
C -1.2091 -0.4553 1.6389 -0.100
C 0.7250 -0.7386 -0.2493 -0.530
C 1.6548 0.2306 0.5678 -0.159
N 2.4917 -0.2597 1.3823 0.117
O 0.9630 -1.9634 -0.1379 -0.017
H -0.0790 -0.7812 -2.2125 0.144
H 2.4821 -1.2881 1.2842 0.061
H 1.4471 1.3034 0.5474 0.098
H -1.8067 0.5498 -0.1090 0.097
H -1.7244 -1.1870 -0.2929 0.108
H 0.8374 1.5710 -2.4004 0.093
H -0.9291 1.5708 -2.2478 0.087
H 0.0266 2.0222 -0.8722 0.074
H -0.7145 0.3864 2.1265 0.077
H -0.7457 -1.3949 1.9437 0.084
H -2.2467 -0.4726 1.9874 0.085

No. 7
19
Properties=species:S:1:pos:R:3:lowdin_charge:R:1 method="wB97M-V/def2-TZVPD" energy_ev=-9934.8554 relative_energy_ev=3.599 homo_lumo_gap_ev=7.51 homo_ev=-6.702 multiplicity=1
C 1.5992 -1.3230 -1.1058 -0.094
C 1.7091 -0.3016 -0.0212 -0.100
C 0.9510 -0.1246 1.0940 -0.264
O 1.4280 0.8022 2.0125 -0.001
C -0.3272 0.2574 0.3480 -0.291
C -0.6849 1.7219 0.2087 -0.052
C -1.2189 -0.7091 0.0339 -0.201
N -2.5071 -0.4928 -0.4008 0.051
H 0.8348 -1.0470 -1.8338 0.076
H 1.3976 -2.3208 -0.7216 0.078
H 2.5495 -1.3635 -1.6450 0.071
H 2.6871 0.1826 0.0121 0.112
H 0.7031 1.0086 2.6158 0.103
H 0.1620 2.3519 0.4777 0.077
H -1.5259 1.9902 0.8575 0.082
H -0.9803 1.9668 -0.8174 0.080
H -0.9725 -1.7465 0.2174 0.118
H -2.7476 0.4455 -0.6793 0.072
H -3.0570 -1.2983 -0.6526 0.081

No. 8
19
Properties=species:S:1:pos:R:3:lowdin_charge:R:1 method="wB97M-V/def2-TZVPD" energy_ev=-9932.8570 relative_energy_ev=5.597 homo_lumo_gap_ev="7.92 / 7.92" homo_ev="-7.869 / -7.870" multiplicity=1
C -1.0686 -0.8385 -0.5901 -0.168
C 1.9142 1.5626 0.8968 -0.047
C -1.3869 -1.8632 0.4830 -0.151
C 0.8610 -0.4869 -0.2483 -0.277
C 0.8551 0.8310 0.1305 -0.279
C -0.4025 1.3625 -0.2251 -0.122
O -0.6606 1.6747 -1.5236 0.041
N 1.5642 -1.5212 -0.1445 0.112
H -1.5730 1.9894 -1.6169 0.119
H 1.6017 -2.1230 -0.9637 0.061
H -1.0035 1.9459 0.4822 0.140
H -1.9399 -0.1899 -0.7089 0.061
H -0.8946 -1.2514 -1.5850 0.080
H 2.5035 0.8763 1.5069 0.077
H 2.5973 2.1120 0.2407 0.078
H 1.4500 2.2971 1.5652 0.079
H -0.6547 -2.6698 0.5098 0.057
H -2.3742 -2.3074 0.3169 0.066
H -1.3886 -1.4002 1.4739 0.074

No. 9
19
Properties=species:S:1:pos:R:3:lowdin_charge:R:1 method="wB97M-V/def2-TZVPD" energy_ev=-9933.2415 relative_energy_ev=5.213 homo_lumo_gap_ev=9.68 homo_ev=-8.756 smiles="C[C@@]1(N)C=CC[C@@H]1O" multiplicity=1
C 1.1639 -0.9941 0.9273 -0.030
C 0.5807 -0.2340 -0.1421 -0.714
N 1.5178 0.5664 -0.7339 0.045
C -0.3247 -0.9568 -1.0757 -0.020
C -1.5618 -0.9159 -0.5485 -0.077
C -1.8585 0.2119 0.4519 -0.087
C -0.4512 0.7640 0.5021 -0.349
O -0.3727 1.8656 -0.4323 -0.128
H 1.9669 -0.0925 1.2956 0.150
H 1.6388 -1.7528 0.4062 0.060
H 0.4340 -1.0274 1.8825 0.145
H 2.6381 0.3656 -0.5260 0.181
H 1.3213 0.6012 -1.6533 0.037
H -0.2359 -1.5862 -2.1450 0.175
H -2.4441 -1.2579 -1.0155 0.079
H -2.5090 0.9985 0.0903 0.124
H -1.9294 -0.2066 1.4211 0.096
H -0.0813 1.2005 1.3726 0.117
H 0.5071 2.4505 -0.0773 0.196

No. 10
19
Properties=species:S:1:pos:R:3:lowdin_charge:R:1 method="wB97M-V/def2-TZVPD" energy_ev=-9932.5635 relative_energy_ev=5.891 homo_lumo_gap_ev=6.45 homo_ev=-8.338 multiplicity=1
C 0.9203 -0.6612 -0.1815 -0.178
N -0.3460 -0.0170 -0.2175 -0.103
C -1.0495 0.4087 -1.3341 -0.680
C -0.4274 0.4455 -2.6009 0.169
O -2.1662 0.9492 -1.0843 -0.101
C -0.8437 0.3144 1.0734 -0.154
C 0.3230 -0.0852 2.0533 -0.156
C 1.5499 -0.1086 1.1145 -0.169
H 0.8758 -1.7670 -0.0724 0.129
H 1.5656 -0.4093 -1.0312 0.114
H 0.4482 -0.0737 -2.9412 0.047
H -2.0842 -0.8963 -1.8665 0.354
H -0.9845 1.0111 -3.3318 0.065
H -1.7854 -0.1075 1.4171 0.116
H -0.9213 1.4196 1.2669 0.135
H 0.2745 -1.1192 2.4190 0.102
H 0.3931 0.5208 2.9525 0.101
H 1.8720 0.8950 0.9166 0.101
H 2.3858 -0.7193 1.4479 0.106

No. 11
19
Properties=species:S:1:pos:R:3:lowdin_charge:R:1 method="wB97M-V/def2-TZVPD" energy_ev=-9932.6971 relative_energy_ev=5.757 homo_lumo_gap_ev=9.96 homo_ev=-8.964 smiles=C[C@@H]1C[C@@H](O)[C@@H]2CN12 multiplicity=1
C 2.1318 -0.9127 -0.2235 -0.094
C 0.8392 -0.3569 0.3227 -0.410
C -0.5315 -1.1887 0.0748 -0.069
C -1.5105 -0.1368 -0.3566 -0.279
O -3.0011 -0.5347 -0.1663 -0.050
C -0.8832 1.1301 0.2431 -0.229
C 0.0092 2.2551 -0.0930 -0.035
N 0.4048 0.8541 -0.4113 -0.085
H 1.9779 -1.3534 -1.2929 0.096
H 2.8647 0.0321 -0.2445 0.114
H 2.4826 -1.6790 0.6159 0.111
H 1.0433 -0.0929 1.3472 0.117
H -0.7913 -1.8722 0.8095 0.083
H -0.0594 -1.7276 -0.9231 0.158
H -1.4096 -0.1401 -1.4767 0.152
H -3.0857 -0.6931 0.7379 0.018
H -0.9749 0.9662 1.3913 0.160
H 0.4414 2.7272 0.7899 0.103
H 0.0521 2.7233 -1.1443 0.138

No. 12
19
Properties=species:S:1:pos:R:3:lowdin_charge:R:1 method="wB97M-V/def2-TZVPD" energy_ev=-9932.3557 relative_energy_ev=6.099 homo_lumo_gap_ev=6.89 homo_ev=-7.144 multiplicity=1
C -1.9402 1.4171 0.8950 -0.047
N -1.7058 0.1592 1.1884 0.023
C -0.7849 -0.7963 -0.0409 -0.222
C -1.3450 -1.7518 -0.6026 0.059
H -1.2796 -0.0043 2.0964 0.100
H -1.7418 2.2035 1.6195 0.089
H -2.6130 1.5921 0.0634 0.090
H -0.5491 1.6612 -0.3591 0.100
H -1.3157 -2.5901 -1.2589 0.011
C 1.1894 -0.3320 -1.6292 -0.037
C 1.5765 -0.3731 0.8827 -0.032
C 0.6482 0.0495 -0.2562 -0.587
O 0.4302 1.4058 -0.1907 -0.054
H 1.1668 -0.0601 1.8418 0.075
H 1.4206 -1.3952 -1.6706 0.085
H 0.4650 -0.0908 -2.4044 0.087
H 2.1090 0.2265 -1.8159 0.086
H 2.5381 0.1287 0.7612 0.086
H 1.7313 -1.4500 0.8801 0.088